Entry 1:
Molecular formula: C22H36O4S
Method: DFT, ωB97M-V/def2-TZVPD

Total charge = 0
Frontier orbital gap = 9.934 eV
Largest force on an atom = 4.87 eV Å⁻¹
Relative energy (zero: lowest compared OMol25 entry of this formula, charge and spin) = 4.2928 eV
E_HOMO = -9.59 eV
M = 396.59 g mol⁻¹
Lowest unoccupied orbital energy = 0.3479 eV

Each line ends with the natural charge from an NBO analysis.
Geometry (Å):
C (0.228389, -2.081041, 1.118306)  -0.409
C (0.900305, -2.506280, -0.035915)  -0.188
C (2.145410, -1.736111, -0.671137)  -0.466
C (1.817764, -1.022967, -2.059707)  0.044
O (0.416171, -0.859615, -2.458139)  -0.632
S (0.635264, -0.147327, -3.986315)  2.384
O (-0.198032, 1.040167, -4.321368)  -0.858
O (0.360908, -1.284487, -4.909149)  -0.862
O (2.215453, 0.423152, -3.909510)  -0.643
C (2.704049, 0.214825, -2.540662)  0.077
C (2.746953, 1.525818, -1.598599)  -0.436
C (1.244725, 1.883302, -1.214681)  -0.442
C (1.081664, 3.195527, -0.309872)  -0.398
C (-0.514709, 3.352505, -0.064463)  -0.408
C (-1.054217, 2.359808, 1.077074)  -0.410
C (-2.354512, 1.534763, 0.667568)  -0.404
C (-2.122147, 0.493215, -0.525628)  -0.413
C (-3.379872, -0.464886, -0.779086)  -0.413
C (-3.434929, -1.058456, -2.279583)  -0.400
C (-4.493981, -0.309074, -3.218521)  -0.406
C (-3.938076, 1.109912, -3.759926)  -0.629
H (-0.710117, -2.618364, 1.478450)  0.220
H (0.549043, -1.169374, 1.703761)  0.210
H (0.584720, -3.458436, -0.565103)  0.218
H (2.660070, -1.048353, 0.086933)  0.225
H (2.926063, -2.542938, -0.907665)  0.234
H (2.151613, -1.830230, -2.812478)  0.195
H (3.760452, -0.209223, -2.461961)  0.213
H (3.229123, 2.358837, -2.222085)  0.231
H (3.434154, 1.374958, -0.701020)  0.221
H (0.650768, 2.079243, -2.167549)  0.230
H (0.728483, 1.037731, -0.644396)  0.214
H (1.542306, 3.028258, 0.715536)  0.197
H (1.484750, 4.142091, -0.813789)  0.211
H (-0.813450, 4.434408, 0.084821)  0.214
H (-0.988016, 3.013080, -1.056101)  0.198
H (-1.356094, 3.033481, 1.956758)  0.211
H (-0.203725, 1.688148, 1.451779)  0.193
H (-2.708370, 0.993991, 1.616787)  0.203
H (-3.181308, 2.296309, 0.437947)  0.204
H (-1.831309, 1.097607, -1.455614)  0.203
H (-1.196671, -0.147167, -0.294607)  0.209
H (-3.242424, -1.383480, -0.101942)  0.200
H (-4.373567, -0.006912, -0.473854)  0.205
H (-3.645761, -2.185160, -2.230425)  0.206
H (-2.395488, -0.944502, -2.753744)  0.206
H (-4.629857, -0.960967, -4.152104)  0.203
H (-5.529804, -0.214194, -2.744884)  0.199
H (-4.736959, 1.916250, -3.752116)  0.209
H (-3.536760, 0.934406, -4.817782)  0.218
H (-3.069844, 1.500516, -3.137912)  0.208
C (2.913132, -1.586032, 4.251507)  -0.207
C (3.490603, -0.921445, 5.328296)  -0.217
C (3.028167, -1.154396, 6.619171)  -0.212
C (1.993968, -2.059857, 6.834322)  -0.210
C (1.419040, -2.727119, 5.757810)  -0.212
C (1.875394, -2.487322, 4.465978)  -0.219
H (3.271723, -1.401802, 3.244314)  0.206
H (4.301479, -0.220592, 5.161190)  0.212
H (3.474045, -0.631277, 7.457828)  0.214
H (1.636570, -2.245134, 7.841282)  0.214
H (0.613803, -3.434218, 5.925873)  0.214
H (1.423472, -3.003567, 3.626104)  0.218

Cartesian forces (eV/Å) of the 2 atoms listed first:
C 0.8 -0.8 -2.1
C -0.6 1.2 1.8


Entry 2:
Molecular formula: C22H37BBr2F6N2O7S
Method: DFT, ωB97M-V/def2-TZVPD

SMILES = COCCCCCCCCCC[C@@]1(CC(=O)O)[C@](F)([C@H](Br)[C@@H](C)Br)[C@@](F)(B(N)O)S(=O)(=O)O[C@]1(N)C(F)(F)C(F)F
Total charge = 0
Frontier orbital gap = 9.668 eV
Largest force on an atom = 2.85 eV Å⁻¹
Relative energy (zero: lowest compared OMol25 entry of this formula, charge and spin) = 0.9278 eV
E_HOMO = -9.62 eV
M = 758.22 g mol⁻¹
Lowest unoccupied orbital energy = 0.0436 eV

Each line ends with the Mulliken charge.
Geometry (Å):
C (7.561957, -0.264563, 2.091502)  -0.763
O (6.725202, 0.548136, 1.302467)  -0.337
C (6.274086, -0.153290, 0.149775)  -0.365
C (5.811697, 0.856248, -0.901460)  -0.917
C (4.291743, 0.760947, -1.184069)  0.410
C (3.609381, 2.125789, -1.359390)  -0.580
C (3.367872, 2.526792, -2.820172)  -1.155
C (2.482077, 1.566501, -3.598188)  -0.893
C (1.001921, 1.715375, -3.198472)  -1.145
C (0.461306, 0.514307, -2.402432)  -0.108
C (-0.717250, 0.974663, -1.531443)  -1.500
C (-1.779043, -0.112701, -1.241684)  -1.819
C (-1.822785, -0.810426, 0.128507)  3.430
C (-0.586659, -0.698713, 1.065529)  -0.181
C (0.853964, -0.583322, 0.614591)  -1.449
O (1.397935, 0.513818, 0.534718)  -0.586
O (1.599428, -1.731249, 0.428590)  -0.434
C (-2.973539, -0.147868, 0.952070)  0.321
F (-4.146687, -0.320865, 0.223469)  -0.378
C (-2.805082, 1.391868, 1.067883)  -0.585
Br (-2.119238, 1.940261, 2.836445)  0.004
C (-4.099997, 2.183633, 0.780484)  0.196
C (-4.121749, 3.615603, 1.321054)  -1.573
Br (-4.317468, 2.368459, -1.161358)  -0.067
C (-3.360323, -0.865497, 2.277267)  -0.522
F (-2.362104, -0.905461, 3.207552)  -0.386
B (-4.725137, -0.351548, 3.014467)  1.019
N (-6.044990, -0.313775, 2.394462)  -0.463
O (-4.534111, 0.111002, 4.288948)  -0.839
S (-3.704840, -2.641066, 1.943237)  1.434
O (-4.999670, -2.827717, 1.377853)  -0.631
O (-3.480833, -3.291606, 3.194452)  -0.776
O (-2.519095, -3.078103, 1.005342)  -0.336
C (-2.207899, -2.320851, -0.192426)  -0.984
N (-3.278934, -2.481481, -1.099834)  -0.179
C (-0.985575, -3.175804, -0.753439)  0.603
F (-1.519436, -4.136542, -1.563499)  -0.351
F (-0.160029, -2.464691, -1.537768)  -0.251
C (-0.208839, -4.026247, 0.320201)  0.291
F (1.016791, -4.310591, -0.222959)  -0.300
F (-0.840547, -5.216220, 0.504624)  -0.297
H (7.040005, -1.172351, 2.401704)  0.296
H (7.847353, 0.286864, 2.978703)  0.259
H (8.459922, -0.553281, 1.545756)  0.312
H (7.074227, -0.776390, -0.252620)  0.388
H (5.466985, -0.817275, 0.460742)  0.272
H (6.093310, 1.861579, -0.620753)  0.452
H (6.317678, 0.596137, -1.826109)  0.203
H (4.180297, 0.152086, -2.074339)  0.211
H (3.785669, 0.230553, -0.384988)  -0.275
H (2.665630, 2.144607, -0.821675)  0.125
H (4.251287, 2.876138, -0.908410)  0.550
H (2.896334, 3.507039, -2.813300)  0.431
H (4.335947, 2.672712, -3.296785)  0.388
H (2.571890, 1.843480, -4.646466)  0.415
H (2.814554, 0.537332, -3.528256)  0.464
H (0.922593, 2.578095, -2.542426)  0.510
H (0.377553, 1.883750, -4.069222)  0.479
H (1.286663, 0.132459, -1.814123)  -0.045
H (0.089938, -0.232819, -3.095163)  0.433
H (-1.210651, 1.732643, -2.137273)  0.764
H (-0.373292, 1.505168, -0.649244)  0.652
H (-1.646665, -0.814608, -2.052524)  1.163
H (-2.737416, 0.330308, -1.465191)  0.083
H (-0.709541, 0.162372, 1.706709)  0.285
H (-0.642505, -1.527947, 1.767632)  0.734
H (1.967069, -1.964433, 1.286210)  0.433
H (-2.057699, 1.796650, 0.404153)  0.297
H (-4.969939, 1.684343, 1.182652)  0.206
H (-4.453093, 3.649558, 2.349685)  0.414
H (-4.871512, 4.143392, 0.742464)  0.508
H (-3.188281, 4.135260, 1.151415)  0.369
H (-6.559769, 0.506730, 2.690701)  0.186
H (-6.591041, -1.109972, 2.709174)  0.251
H (-5.078177, -0.354378, 4.926200)  0.319
H (-3.112474, -2.289084, -2.066232)  0.216
H (-4.207702, -2.301625, -0.762161)  0.443
H (-0.068648, -3.518296, 1.266464)  0.250

Cartesian forces (eV/Å) of the 2 atoms listed first:
C -0.3 0.0 0.0
O 0.3 -0.1 -0.1